The molecule C5H6O. Source: the OMol25 dataset; level of theory: ωB97M-V with the def2-TZVPD basis set.

LUMO energy (alpha / beta) ... 0.19 / 0.19 eV
Strongest force on any atom ... 0.7 eV Å⁻¹
Gap between HOMO and LUMO (alpha / beta) ... 0.288 / 0.284 Ha
Net charge ... 0
E_HOMO (alpha / beta) ... -7.65 / -7.55 eV

Last column: Löwdin charge in e.
CARTESIAN COORDINATES (ANGSTROEM)
1 C -1.14210 0.01417 0.85061  0.072
2 C -0.60600 -0.74838 -0.31926  -0.411
3 O -0.53238 0.07806 -1.48688  -0.032
4 C 0.36329 0.98024 -1.02245  -0.097
5 C 1.25488 0.47544 -0.10725  -0.086
6 C 0.72846 -0.78137 0.29193  -0.033
7 H -2.13481 -0.25169 1.21190  0.048
8 H -0.53076 0.57974 1.52919  0.035
9 H -1.11621 -1.69016 -0.51717  0.151
10 H 0.35249 1.94500 -1.51196  0.129
11 H 2.14070 0.98107 0.25370  0.109
12 H 1.22245 -1.58213 0.82764  0.114